1.
This record from the Open Molecules 2025 dataset describes one molecule with the formula C24H31N3O4S. The level of theory is wB97M-V/def2-TZVPD.

```
63
Properties=species:S:1:pos:R:3:forces:R:3:mulliken_charge:R:1
C 5.079943 0.100261 1.289247 -0.1689 -0.0243 -0.1933 -1.45
C 4.354800 -0.727963 0.236027 0.1790 -0.1350 0.2322 0.41
C 4.794988 -2.190032 0.271783 -0.1047 0.1073 -0.3515 -0.75
C 4.141636 -3.049880 -0.811051 -0.1240 -0.0355 0.2741 -0.89
C 2.653524 -3.278434 -0.563219 -0.0037 -0.1389 -0.3414 0.36
C 2.033824 -4.174744 -1.637117 0.3442 0.2030 0.1970 -0.82
O 0.663226 -4.432335 -1.398066 -0.2839 -0.1258 -0.0115 -0.48
C -0.228896 -3.409835 -1.499420 -0.2209 0.1415 0.0464 0.35
C 0.005699 -2.192961 -2.132433 0.1296 -0.4086 0.0705 -0.16
C -0.964887 -1.209016 -2.148506 -0.1610 0.1523 0.0008 -0.59
C -2.185319 -1.417100 -1.520803 0.3299 -0.1629 -0.1456 0.12
N -3.137344 -0.395492 -1.354890 -0.3445 -0.3171 0.0454 -0.06
C -3.016352 0.905048 -1.725670 -0.6339 0.3587 0.1068 0.19
O -2.303856 1.313216 -2.616369 0.2164 0.0235 -0.1552 -0.61
C -3.785154 1.856216 -0.809625 0.2951 -0.0345 -0.0817 -1.08
C -2.937890 1.996010 0.474001 -0.4478 0.1196 0.0508 0.25
C -2.904188 0.675962 1.242162 -0.1287 0.2759 0.0061 -0.28
O -3.847160 0.070109 1.692425 -0.2036 -0.0288 0.0019 -0.65
N -1.602537 0.281412 1.269574 0.1042 0.1278 -0.0362 0.69
C -1.128186 -0.944166 1.874530 0.1663 -0.3130 0.2657 -0.30
C -0.466942 -0.681265 3.221413 -0.0946 -0.0003 -0.1746 -1.39
C -0.782167 1.184121 0.612209 0.0643 0.1717 -0.0403 0.30
S 0.823725 0.981852 0.391676 0.6736 -0.0618 -0.0969 -0.50
N -1.537600 2.218253 0.200038 -0.1001 -0.3591 0.1196 0.31
C -1.044755 3.335902 -0.577410 -0.1554 0.3134 -0.1572 -0.77
C -1.514831 4.629569 -0.005852 0.8337 0.0405 0.4959 0.21
C -0.972662 5.455721 0.934051 -0.1728 -0.4443 -0.4777 -0.58
C -1.888155 6.523869 1.099556 -0.4930 0.0148 -0.2678 -0.46
C -2.919483 6.264764 0.252757 0.1894 0.6349 0.6140 -0.53
O -2.707045 5.120455 -0.417466 -0.1632 -0.3498 -0.3840 -0.27
C -2.443042 -2.650291 -0.926728 0.0581 0.1240 -0.1232 -0.45
C -1.480353 -3.634869 -0.921419 0.2575 -0.0284 -0.0593 -0.66
H 6.154961 0.083768 1.120503 0.1223 0.0250 0.0292 0.38
H 4.883712 -0.293582 2.284275 0.0111 -0.0062 0.1387 0.33
H 4.740022 1.132268 1.256833 0.0329 0.1426 0.0794 0.38
H 4.560947 -0.313883 -0.753364 -0.0642 0.0026 -0.0918 0.29
H 3.280923 -0.650468 0.408335 -0.0711 -0.0101 -0.0766 -0.27
H 5.879426 -2.229564 0.140613 0.0476 -0.0102 0.0897 0.36
H 4.567133 -2.613173 1.252878 0.0556 -0.0402 0.0875 0.32
H 4.645497 -4.019201 -0.848479 0.0378 -0.0265 -0.0891 0.36
H 4.278172 -2.569088 -1.782632 0.0646 -0.0146 -0.0938 0.34
H 2.509875 -3.753979 0.409622 -0.0435 0.0046 0.0469 0.20
H 2.129637 -2.321826 -0.547109 -0.0469 0.0133 0.0786 -0.03
H 2.501160 -5.163235 -1.618020 -0.0058 0.1358 -0.0678 0.37
H 2.184731 -3.745600 -2.635581 -0.0162 -0.0606 0.0350 0.34
H 0.947690 -1.986805 -2.613902 0.1286 -0.0015 -0.0175 0.34
H -0.760690 -0.268436 -2.632056 0.0011 0.0271 -0.0012 0.50
H -3.873621 -0.627309 -0.700803 0.1083 0.2166 -0.0114 0.29
H -4.769084 1.471897 -0.541207 -0.0326 0.0184 0.0479 0.52
H -3.886885 2.827203 -1.293962 -0.0152 -0.1034 -0.0147 0.47
H -3.352228 2.795096 1.101610 0.0363 -0.1544 -0.0059 0.52
H -1.998361 -1.593509 1.990336 0.0806 0.0670 -0.0909 0.41
H -0.417308 -1.405330 1.183561 -0.1475 0.0203 0.0079 -0.03
H -0.136808 -1.621559 3.652651 0.0455 -0.1051 0.0967 0.44
H 0.396560 -0.033010 3.094906 0.0543 0.0227 0.0203 0.31
H -1.169661 -0.208902 3.903926 -0.0619 0.0150 0.0990 0.34
H 0.046107 3.280402 -0.548133 -0.1874 0.0373 -0.0392 0.51
H -1.382951 3.234889 -1.615244 0.1300 -0.0179 0.0984 0.26
H -0.037119 5.322413 1.436935 0.2305 -0.1046 0.0689 0.54
H -1.786937 7.363322 1.755699 -0.0518 0.2155 0.1060 0.44
H -3.826118 6.795780 0.041158 -0.1440 0.0033 -0.1031 0.46
H -3.394944 -2.824672 -0.445361 -0.1146 -0.0368 0.0706 0.39
H -1.666399 -4.588261 -0.453393 -0.0212 -0.1160 0.0724 0.44
```
Positions in Å, forces in eV/Å.

Summary:
SMILES string = CCCCCCOc1ccc(NC(=O)C[C@H]2C(=O)N(CC)C(=S)N2Cc2ccco2)cc1

2.
This record from the Open Molecules 2025 dataset describes one molecule with the formula C24H31N5O2. The level of theory is wB97M-V/def2-TZVPD.

```
62
Properties=species:S:1:pos:R:3:forces:R:3:mulliken_charge:R:1
C -8.902081 -1.295404 0.548750 0.2716 -0.1285 -0.0457 -1.39
C -7.490334 -1.582001 0.043140 -0.2685 0.0616 0.0901 -0.17
N -7.050754 -0.537640 -0.867330 -0.0325 -0.0511 -0.0974 0.17
C -6.557737 0.661671 -0.220596 0.1235 0.1085 0.1763 -1.27
C -5.130954 0.520132 0.326736 -0.2516 0.1126 -0.0335 -0.22
N -4.229627 0.125616 -0.739830 0.0379 -0.0541 0.0109 0.16
C -2.841999 0.096178 -0.322754 -0.0172 0.2274 -0.0571 -0.75
C -2.238441 1.509666 -0.306713 -0.1169 -0.2856 0.0684 -1.09
C -0.782474 1.462398 -0.018984 0.0222 0.1304 0.0462 0.67
N 0.136836 1.555515 -0.936042 -0.2823 0.0728 -0.5952 -0.85
C 1.337351 1.443440 -0.287202 0.0243 -0.1543 0.9642 0.22
C 2.632589 1.484052 -0.787568 -0.0486 0.0074 -0.0278 -0.36
C 3.668338 1.349476 0.121678 -0.3370 0.0133 -0.1101 0.87
N 5.015029 1.387573 -0.269200 0.2757 0.0381 0.4098 -0.06
C 5.547655 1.449702 -1.509331 0.5133 -0.0733 0.2618 0.57
O 4.943815 1.513610 -2.556788 -0.0983 0.0455 -0.2339 -0.65
C 7.086064 1.462123 -1.476616 -0.0738 0.1247 -0.3679 -0.67
O 7.650461 0.882135 -0.323706 0.0676 -0.0520 0.2165 -0.56
C 7.590715 -0.482368 -0.186640 0.0910 -0.2284 0.1173 0.77
C 6.875336 -1.330302 -1.022206 0.0019 0.3300 -0.0988 -0.27
C 6.881384 -2.693999 -0.777244 0.0472 -0.1064 0.0704 -0.68
C 7.586233 -3.219246 0.289724 -0.0486 -0.1482 -0.0419 -0.51
C 8.293963 -2.369831 1.125734 -0.0047 0.0365 -0.0001 -0.35
C 8.298173 -1.009976 0.892292 -0.0567 0.2148 -0.0979 -0.60
C 3.420847 1.173922 1.493090 0.0222 0.0049 -0.0209 -0.73
C 2.139723 1.131560 1.999861 -0.0860 -0.0013 0.0849 -1.22
C 1.099217 1.271064 1.096364 0.4178 0.0499 -0.5672 0.39
N -0.267144 1.288982 1.242086 0.0294 0.0693 -0.2342 0.18
C -0.959631 1.139894 2.489358 -0.0838 -0.1273 0.2598 -1.16
C -4.673443 -1.130429 -1.317858 -0.2297 -0.0251 -0.2034 -0.44
C -6.092748 -0.954587 -1.870061 0.2677 -0.1677 -0.0139 -1.22
H -8.923599 -0.407933 1.175618 -0.0535 0.0932 0.0890 0.31
H -9.566880 -1.135564 -0.295174 -0.0836 0.0107 -0.0729 0.33
H -9.265798 -2.137066 1.133078 -0.0862 -0.0470 0.1265 0.42
H -6.816632 -1.715479 0.904409 0.0064 -0.0873 -0.0901 0.17
H -7.504885 -2.522834 -0.512625 0.0798 0.0143 0.0449 0.41
H -7.235129 0.942555 0.586666 -0.0068 0.0655 -0.0142 0.30
H -6.559982 1.458684 -0.969624 0.0066 0.0799 0.0994 0.42
H -4.813772 1.485101 0.726330 -0.0187 -0.0150 0.0680 0.40
H -5.113961 -0.214223 1.156108 0.0522 0.0553 -0.0368 0.23
H -2.721663 -0.381348 0.667382 0.0119 -0.0445 -0.0721 0.29
H -2.279252 -0.495282 -1.048530 0.0051 -0.0100 0.0654 0.45
H -2.373177 1.948956 -1.293982 0.0293 0.0273 0.0733 0.31
H -2.749766 2.137258 0.425555 -0.0389 0.0440 -0.0336 0.33
H 2.819316 1.615505 -1.838492 0.0321 0.0154 -0.0788 0.60
H 5.682711 1.328069 0.490776 -0.0522 -0.0126 -0.2521 0.15
H 7.412917 2.507151 -1.464316 -0.0609 -0.1460 -0.0544 0.34
H 7.461729 0.995389 -2.394360 -0.1368 0.0192 0.1142 0.44
H 6.307360 -0.945825 -1.854854 -0.0446 0.0374 -0.1012 0.37
H 6.323361 -3.346550 -1.431959 -0.0495 -0.0469 -0.0521 0.37
H 7.584599 -4.283129 0.471310 -0.0055 -0.0884 0.0113 0.38
H 8.847380 -2.768915 1.962674 0.0492 -0.0229 0.0683 0.37
H 8.845700 -0.332958 1.529502 0.0696 0.0770 0.0683 0.40
H 4.260939 1.068161 2.165236 0.0808 -0.0183 0.0689 0.37
H 1.965559 0.994091 3.056468 0.0216 -0.0183 0.1106 0.39
H -0.503036 1.784947 3.242942 -0.0735 -0.0036 -0.0202 0.39
H -0.907064 0.104800 2.839595 -0.0513 0.0627 0.0209 0.32
H -2.004385 1.419819 2.373072 0.0308 -0.0055 0.0148 0.39
H -3.998154 -1.397079 -2.133524 0.0062 -0.0482 0.0335 0.46
H -4.660545 -1.949999 -0.574608 0.0407 0.0116 -0.0382 0.29
H -6.433157 -1.884379 -2.329944 -0.0038 0.0301 -0.0243 0.47
H -6.067110 -0.174821 -2.636882 0.0662 -0.0733 -0.0659 0.37
```
Positions in Å, forces in eV/Å.

Summary:
SMILES string = CCN1CCN(CCc2nc3cc(NC(=O)COc4ccccc4)ccc3n2C)CC1

3.
This record from the Open Molecules 2025 dataset describes one molecule with the formula C24H31N5O5 at a distorted geometry. The level of theory is wB97M-V/def2-TZVPD.

```
65
Properties=species:S:1:pos:R:3:forces:R:3:mulliken_charge:R:1
C -6.604211 -4.128868 -1.127062 0.2425 -0.0354 0.1099 -1.17
C -5.109191 -4.423877 -1.159137 -0.0583 -0.0767 -0.2011 -0.37
C -4.481040 -4.210578 -2.538062 -0.0437 0.1575 0.1780 -0.86
C -4.568487 -2.781760 -3.071599 0.1872 -0.0980 0.0713 -0.76
C -3.819644 -1.771900 -2.204789 -0.2594 -0.1908 -0.4260 -0.39
C -3.782369 -0.410108 -2.865953 0.0281 -0.1294 0.3253 0.67
O -4.226292 -0.208438 -3.988477 0.0162 -0.1774 -0.3201 -0.82
N -3.248146 0.592886 -2.141271 0.1527 0.2696 -0.1291 0.19
C -2.651409 0.518228 -0.830986 0.2339 -0.0418 0.3708 -1.59
C -1.494932 1.525747 -0.890076 -0.2744 0.1981 0.2379 2.18
C -0.983241 2.022967 0.467552 0.2124 -0.2204 -0.2617 -1.46
C 0.452980 1.554006 0.418803 -0.9394 0.0004 -0.5420 0.42
C 1.434464 1.775636 1.461385 0.6450 0.0324 0.4429 0.27
C 1.098709 2.425922 2.648940 -0.0651 -0.1066 -0.2593 -0.53
C 2.063293 2.622874 3.619657 0.0469 -0.0399 -0.0524 -1.08
C 3.363608 2.188307 3.434987 0.0711 0.0557 0.1600 -0.56
C 3.707715 1.540380 2.250329 -0.3323 0.1142 0.0643 0.57
N 5.002604 1.075656 1.987479 -0.1173 -0.1081 -0.3386 -0.03
C 6.115110 1.160876 2.766289 0.3583 -0.2027 -0.4000 0.36
O 6.176985 1.681834 3.853575 -0.0493 0.0998 0.2497 -0.66
C 7.341756 0.504881 2.100480 0.0189 0.1837 0.1282 -0.10
C 7.218372 -1.031724 2.047555 0.0235 -0.1039 -0.0375 -0.73
C 7.902862 -1.494508 3.331710 -0.0266 0.0173 0.0481 -0.43
C 8.841511 -0.350973 3.697644 0.0433 -0.4504 -0.0344 0.22
O 9.721187 -0.366350 4.519741 0.1892 -0.0142 0.3103 -0.63
N 8.522067 0.698337 2.899048 -0.1609 0.4707 -0.4849 -0.18
C 2.743110 1.335677 1.273017 -0.0809 0.1094 0.1774 -0.44
N 0.725395 0.933620 -0.662528 0.7761 0.0155 0.5658 -0.70
O -0.349270 0.863400 -1.484384 -0.5579 -0.1167 -0.5447 -0.30
C -2.009263 2.604338 -1.847355 -0.0183 -0.1320 0.0976 -1.43
C -3.072046 1.927666 -2.711730 -0.0848 0.3193 -0.2334 -0.30
C -4.409367 2.705998 -2.657031 0.3833 -0.2207 -0.2238 0.33
N -5.285472 2.293890 -3.581272 -0.4919 -0.0714 -0.3906 -0.32
O -4.614160 3.595329 -1.859130 -0.0926 0.2981 0.3250 -0.66
H -6.801193 -3.074245 -1.301426 -0.1082 0.1172 -0.0289 0.29
H -7.120973 -4.705849 -1.890719 -0.1162 -0.0368 -0.0883 0.29
H -7.020255 -4.393963 -0.157526 -0.1115 0.0140 0.0513 0.37
H -4.950450 -5.466676 -0.873475 0.0594 0.0398 0.0836 0.38
H -4.599397 -3.806080 -0.417134 0.0626 -0.0436 0.0804 0.26
H -4.976624 -4.872749 -3.251517 0.0465 -0.0716 -0.0314 0.39
H -3.429699 -4.506635 -2.491384 0.0343 -0.0607 -0.0802 0.33
H -5.610652 -2.474645 -3.160560 -0.0166 0.0377 -0.0971 0.32
H -4.141580 -2.753331 -4.075646 -0.1061 0.0463 0.0093 0.39
H -2.791625 -2.112847 -2.052138 0.0263 0.0188 0.1358 0.34
H -4.298279 -1.673165 -1.228828 0.1096 0.0027 0.0982 0.39
H -3.374480 0.823875 -0.063897 0.0978 -0.0301 0.0334 0.21
H -2.281373 -0.482563 -0.610070 -0.0301 0.0774 0.0561 0.48
H -1.044165 3.107879 0.556752 -0.0500 -0.0044 0.0623 0.43
H -1.521251 1.569547 1.301460 -0.0224 0.0599 0.0556 0.46
H 0.091500 2.775307 2.813266 -0.1276 0.0377 -0.0005 0.42
H 1.801807 3.125348 4.538424 -0.0090 0.0415 0.0825 0.38
H 4.109212 2.348019 4.194966 0.0198 0.0019 0.0116 0.56
H 5.104234 0.626402 1.086982 0.1010 0.0561 0.1768 0.24
H 7.475558 0.943141 1.103198 -0.0989 -0.0961 0.0937 0.37
H 7.757028 -1.408863 1.177557 -0.0509 0.0294 0.0016 0.39
H 6.182099 -1.361359 1.984698 0.0197 0.0119 -0.0765 0.35
H 7.192150 -1.606250 4.152362 0.0222 -0.0207 0.0329 0.25
H 8.447763 -2.429506 3.222570 0.0216 0.0421 0.0655 0.35
H 8.851144 1.625359 3.117567 0.0425 -0.0798 0.1105 0.25
H 2.986166 0.835845 0.347603 0.0870 -0.0723 -0.1161 0.53
H -2.488219 3.409901 -1.285100 0.0580 -0.0686 -0.0423 0.51
H -1.194701 3.013543 -2.441334 0.0250 0.0003 0.0388 0.30
H -2.774688 1.819157 -3.759365 -0.0331 0.0059 0.1261 0.54
H -6.211939 2.689298 -3.587135 0.0733 0.0237 0.0771 0.25
H -5.090309 1.446735 -4.107498 -0.0014 0.1153 0.0953 0.26
```
Positions in Å, forces in eV/Å.

Summary:
SMILES string = CCCCCC(=O)N1C[C@]2(CC(c3cccc(NC(=O)[C@@H]4CCC(=O)N4)c3)=NO2)C[C@@H]1C(N)=O

Across the entries above, LUMO energy takes the values 0.627, 0.629, 0.321 eV, respectively.
Across the entries above, relative energy (zero: lowest compared OMol25 entry of this formula, charge and spin) takes the values 0.631, 1.144, 0.055 eV, respectively.